Density functional theory data (ωB97M-V/def2-TZVPD) for the molecule C3H5B at a distorted geometry.

Computed properties:
highest occupied orbital energy: -9.14 eV
structure (SMILES): C1B2CC12
gap between HOMO and LUMO: 0.332 Ha
ΔE to the lowest compared entry with this formula, charge and spin: 218.1 kJ/mol
energy: -3863.68181 eV
largest force on an atom: 0.0671 Eh/bohr
multiplicity: 1
net charge: 0

Bonds (Å) are listed after each position.
Atoms and positions in Å:
1 C -1.25941 0.19214 -0.18118  B2 1.543, C4 1.614, H5 1.090, H6 1.190
2 B -0.00108 1.02960 0.12911  C1 1.543, C3 1.529, C4 1.481
3 C 1.22844 0.18034 -0.19437  B2 1.529, C4 1.599, H7 1.139, H8 1.234
4 C -0.00356 -0.34550 0.67902  C1 1.614, B2 1.481, C3 1.599, H9 1.071
5 H -2.08993 0.45623 0.47267  C1 1.090
6 H -1.67239 -0.19308 -1.22914  C1 1.190
7 H 1.45160 -0.29195 -1.20689  C3 1.139
8 H 2.16897 0.33973 0.58806  C3 1.234
9 H 0.17737 -1.36750 0.94272  C4 1.071

Population analysis type natural (NBO), resulting atomic charges in e:
1. C -0.64
2. B 0.61
3. C -0.63
4. C -0.45
5. H 0.22
6. H 0.20
7. H 0.21
8. H 0.22
9. H 0.27

Density functional theory data (ωB97M-V/def2-TZVPD) for the molecule C3H5B at a distorted geometry.

Computed properties:
highest occupied orbital energy (spin up / spin down): -7.70 / -7.86 eV
structure (SMILES): C1B2CC12
gap between HOMO and LUMO (spin up / spin down): 0.279 / 0.283 Ha
ΔE to the lowest compared entry with this formula, charge and spin: 259.4 kJ/mol
energy: -3863.25333 eV
largest force on an atom: 0.0605 Eh/bohr
multiplicity: 1
net charge: 0

Bonds (Å) are listed after each position.
Atoms and positions in Å:
1 C 1.19040 0.18240 -0.19111  B2 1.506, C4 1.576, H5 1.061, H6 1.120
2 B 0.55016 -0.62936 0.90332  C1 1.506, C3 1.570, C4 1.996
3 C -0.87838 -0.53071 0.25997  B2 1.570, C4 1.474, H7 1.112, H8 1.086
4 C -0.29573 0.68467 -0.33783  C1 1.576, B2 1.996, C3 1.474, H9 1.092
5 H 1.87212 0.97378 -0.37593  C1 1.061
6 H 1.07060 -0.65226 -0.92852  C1 1.120
7 H -1.22153 -1.30738 -0.45849  C3 1.112
8 H -1.69144 -0.31974 0.94882  C3 1.086
9 H -0.59619 1.59860 0.17976  C4 1.092

Population analysis type natural (NBO), resulting atomic charges in e:
1. C -0.81
2. B 0.59
3. C -0.81
4. C -0.19
5. H 0.26
6. H 0.28
7. H 0.26
8. H 0.25
9. H 0.17

Density functional theory data (ωB97M-V/def2-TZVPD) for a cluster of 2 separate species, C3H5B in total at a distorted geometry.

Computed properties:
highest occupied orbital energy (spin up / spin down): -9.10 / -8.89 eV
gap between HOMO and LUMO (spin up / spin down): 0.317 / 0.278 Ha
ΔE to the lowest compared entry with this formula, charge and spin: 514.0 kJ/mol
energy: -3860.61473 eV
largest force on an atom: 0.0197 Eh/bohr
multiplicity: 1
net charge: 0

Bonds (Å) are listed after each position.
Atoms and positions in Å:
1 B -1.60528 -0.09247 -0.02655  C2 1.376
2 C -2.98126 -0.07501 -0.00846  B1 1.376, H5 1.084, H6 1.083
3 C 2.68298 -0.25527 -0.01772  C4 1.318, H7 1.081, H8 1.089
4 C 1.45502 0.22207 -0.00729  C3 1.318, H9 1.071
5 H -3.57916 -0.95252 0.21189  C2 1.084
6 H -3.60343 0.79500 -0.17615  C2 1.083
7 H 2.91688 -1.30886 -0.07819  C3 1.081
8 H 3.54000 0.41532 0.02150  C3 1.089
9 H 1.17426 1.25173 0.08099  C4 1.071

Population analysis type natural (NBO), resulting atomic charges in e:
1. B 0.71
2. C -1.26
3. C -0.53
4. C -0.07
5. H 0.27
6. H 0.27
7. H 0.22
8. H 0.22
9. H 0.17

Density functional theory data (ωB97M-V/def2-TZVPD) for the molecule C3H5BO2 at a distorted geometry.

Computed properties:
highest occupied orbital energy (spin up / spin down): -8.84 / -8.84 eV
gap between HOMO and LUMO (spin up / spin down): 0.339 / 0.339 Ha
ΔE to the lowest compared entry with this formula, charge and spin: 286.9 kJ/mol
energy: -7961.76724 eV
largest force on an atom: 0.0656 Eh/bohr
multiplicity: 1
net charge: 0

Bonds (Å) are listed after each position.
Atoms and positions in Å:
1 B -1.42614 -0.22953 -0.04060  C2 1.498, O6 1.312
2 C -0.24990 -1.14935 0.08149  B1 1.498, C3 1.339, H7 1.106
3 C 0.97558 -0.61735 -0.01287  C2 1.339, C4 1.428, H8 1.055
4 C 1.12596 0.80230 0.02875  C3 1.428, O5 1.360, H9 1.099, H10 1.089
5 O -0.02810 1.52174 -0.00665  C4 1.360
6 O -2.70320 0.06250 0.02411  B1 1.312, H11 0.968
7 H -0.25377 -2.22543 -0.17262  C2 1.106
8 H 1.90774 -1.07017 -0.20958  C3 1.055
9 H 1.66140 0.97526 0.97267  C4 1.099
10 H 1.65480 0.92746 -0.91527  C4 1.089
11 H -2.66438 1.00257 0.25059  O6 0.968

Population analysis type natural (NBO), resulting atomic charges in e:
1. B 1.20
2. C -0.77
3. C 0.00
4. C -0.13
5. O -0.79
6. O -0.88
7. H 0.25
8. H 0.20
9. H 0.19
10. H 0.18
11. H 0.54

Density functional theory data (ωB97M-V/def2-TZVPD) for a cluster of 2 separate species, C3H5Br in total at a distorted geometry.

Computed properties:
highest occupied orbital energy: -8.07 eV
gap between HOMO and LUMO: 0.293 Ha
ΔE to the lowest compared entry with this formula, charge and spin: 745.8 kJ/mol
energy: -73225.89817 eV
largest force on an atom: 0.0928 Eh/bohr
multiplicity: 1
net charge: 0

Bonds (Å) are listed after each position.
Atoms and positions in Å:
1 C -0.27894 0.04812 0.78678  C3 1.426, H5 1.209
2 C 2.15068 1.05912 -0.38841  Br4 1.799, H6 1.141
3 C -1.09920 -0.80984 -0.00371  C1 1.426, H7 1.060, H8 1.224, H9 1.071
4 Br 1.68417 0.91553 -2.12013  C2 1.799
5 H -0.70801 0.12635 1.91427  C1 1.209
6 H 1.73737 1.98088 0.14157  C2 1.141
7 H -1.19574 -0.55321 -1.02726  C3 1.060
8 H -2.07217 -1.40858 0.43493  C3 1.224
9 H -0.21816 -1.35836 0.26195  C3 1.071

Population analysis type natural (NBO), resulting atomic charges in e:
1. C -0.10
2. C -0.33
3. C -0.69
4. Br 0.10
5. H 0.15
6. H 0.13
7. H 0.24
8. H 0.19
9. H 0.30

Density functional theory data (ωB97M-V/def2-TZVPD) for the molecule C3H5Br at a distorted geometry.

Computed properties:
highest occupied orbital energy (spin up / spin down): -5.46 / -9.73 eV
gap between HOMO and LUMO (spin up / spin down): 0.240 / 0.263 Ha
ΔE to the lowest compared entry with this formula, charge and spin: 291.6 kJ/mol
energy: -73227.28703 eV
largest force on an atom: 0.3174 Eh/bohr
multiplicity: 3
net charge: 0

Bonds (Å) are listed after each position.
Atoms and positions in Å:
1 C 0.97152 0.99248 0.31654  C2 1.281, H5 1.018, H6 1.133
2 C 0.70945 -0.26158 0.33766  C1 1.281, C3 1.865, H7 1.122
3 C -0.89303 -0.76421 -0.47278  C2 1.865, Br4 1.835, H8 1.021, H9 1.121
4 Br -2.27385 -0.00929 0.47070  C3 1.835
5 H 1.84910 1.32679 0.71031  C1 1.018
6 H 0.27818 1.68516 -0.25212  C1 1.133
7 H 1.08657 -1.08496 0.99926  C2 1.122
8 H -0.90544 -1.75618 -0.71601  C3 1.021
9 H -0.82251 -0.12820 -1.39355  C3 1.121

Population analysis type natural (NBO), resulting atomic charges in e:
1. C -0.39
2. C -0.10
3. C -0.54
4. Br 0.07
5. H 0.18
6. H 0.18
7. H 0.18
8. H 0.21
9. H 0.21